12
Properties=species:S:1:pos:R:3:forces:R:3:nbo_charge:R:1 method="wB97M-V/def2-TZVPD" homo_energy_ev="-8.10 / -7.85" spin_multiplicity=1 total_energy_ev=-13153.1175 mol_weight_g_mol=94.2
C 0.0349 1.0976 -0.9256 -1.956 -1.493 0.064 -0.10
C -0.8063 0.1182 -1.5993 0.905 -2.560 1.379 -0.45
C 1.1763 -0.5361 2.2201 -1.570 -0.053 -1.784 -0.52
C 1.5049 -1.0804 1.0415 -0.292 0.086 -0.183 -0.62
C -1.0297 0.6186 -0.1637 -1.405 1.097 0.071 -0.59
Si -0.3299 -0.8139 0.9941 2.007 -0.137 1.440 0.97
H 1.0359 1.2817 -0.8808 2.388 0.832 0.262 0.21
H -1.3450 0.3640 -2.4288 -1.865 1.425 -1.849 0.21
H 1.6916 -0.0761 3.0467 0.186 -0.193 0.173 0.21
H 2.4139 -1.3549 0.4942 -0.187 0.108 0.448 0.21
H -1.9272 1.1164 0.3066 1.203 -0.532 -0.730 0.27
H -0.6437 -1.0150 -1.7382 0.585 1.422 0.707 0.19